# 1
# C3H8N5S

A gas-phase ion, C3H8N5S (charge +1) in a non-equilibrium geometry (ωB97M-V/def2-TZVPD, the Open Molecules 2025 dataset).

Structure (XYZ):
```
17
Properties=species:S:1:pos:R:3:forces:R:3:nbo_charge:R:1
C -1.32089 0.80113 0.66814 2.6 -1.6 0.1 0.49
C -2.03557 0.30761 -0.56618 3.4 1.5 -2.2 -0.62
C 1.21954 0.71482 1.24890 1.7 -3.7 2.1 -0.42
N -1.71997 1.63508 1.46249 -2.2 -1.7 -4.0 -0.58
N 1.42797 -1.11054 -0.70358 -3.4 1.5 1.7 0.09
N 0.12858 -0.05175 0.77635 -5.2 0.6 0.0 -0.28
N 0.22678 -0.83863 -0.35530 1.9 0.9 0.7 -0.09
N 1.61392 -1.79648 -1.73018 2.9 -2.5 -3.3 -0.53
S -1.31124 -1.28149 -1.06970 0.2 0.0 0.3 0.47
H -3.04274 0.31617 -0.46847 -3.2 -0.8 0.8 0.28
H -1.93082 1.02033 -1.46248 0.5 -0.7 1.4 0.27
H 0.77388 1.30657 2.01160 0.1 1.1 0.3 0.23
H 1.99857 0.00266 1.82447 -1.6 1.6 -1.4 0.23
H 1.69025 1.13879 0.42983 1.3 1.7 -1.2 0.21
H -1.38148 2.00638 2.25055 2.0 1.4 3.5 0.40
H 1.03400 -2.23723 -2.48109 -0.2 0.9 1.4 0.43
H 2.62921 -1.93343 -1.83534 -0.9 -0.2 -0.4 0.42
```
Positions in Å, forces in eV/Å.

Summary:
HOMO energy (Eh): -0.4753
Net charge: +1
Orbital gap (eV): 8.86
Energy relative to the best compared isomer or geometry (same formula, charge and spin) (kcal/mol): 100.8
Calculated total energy (eV): -21514.865
SMILES string: [H]/N=C1/CSN(N=[NH2+])N1C


# 2
# C3H8N5S

A gas-phase ion, C3H8N5S (charge +1) in a non-equilibrium geometry (ωB97M-V/def2-TZVPD, the Open Molecules 2025 dataset).

Structure (XYZ):
```
17
Properties=species:S:1:pos:R:3:forces:R:3:nbo_charge:R:1
C 0.29308 -1.49108 -0.71247 0.2 -6.3 -2.5 0.05
C 1.30745 0.51032 -0.18427 3.4 -1.3 -2.7 0.55
C -1.14503 0.19155 0.23201 3.7 0.0 0.4 0.27
N 0.34987 1.08494 0.36315 -7.0 -0.2 1.4 -0.49
N 1.22219 -0.59993 -1.01425 3.9 0.9 -1.6 -0.62
N -0.80122 -1.17775 -0.05634 -2.0 4.1 3.5 -0.62
N 2.53457 1.05000 -0.09655 0.7 2.9 2.0 -0.76
N -1.93546 0.37556 1.41142 1.0 -2.5 -1.4 -0.84
S -2.26397 0.55056 -1.16081 -0.3 1.8 0.3 0.53
H 0.34220 -2.60210 -0.93667 0.6 1.9 0.1 0.23
H 2.08951 -0.97345 -1.57354 -2.4 1.2 1.8 0.45
H -1.49588 -1.81338 0.17224 -1.1 -1.6 0.3 0.42
H 2.65432 1.93266 0.53074 -0.4 -2.3 -1.8 0.44
H 3.36520 0.66227 -0.49893 0.0 -0.3 0.0 0.41
H -1.54870 -0.28584 2.08469 -0.3 0.7 0.5 0.41
H -1.98595 1.32423 1.67109 0.2 1.2 0.8 0.41
H -2.98217 1.26142 -0.23150 -0.3 -0.1 -1.1 0.17
```
Positions in Å, forces in eV/Å.

Summary:
HOMO energy (alpha / beta) (Eh): -0.3373 / -0.4820
Net charge: +1
Orbital gap (alpha / beta) (eV): 5.73 / 4.80
Energy relative to the best compared isomer or geometry (same formula, charge and spin) (kcal/mol): 4.9
Spin multiplicity: 3
Calculated total energy (eV): -21514.457


# 3
# C3H8NO

A gas-phase ion, C3H8NO (charge -1) in a non-equilibrium geometry (ωB97M-V/def2-TZVPD, the Open Molecules 2025 dataset).

Structure (XYZ):
```
13
Properties=species:S:1:pos:R:3:forces:R:3:nbo_charge:R:1
C -0.31160 0.36614 -0.72611 2.6 0.1 0.8 -0.21
N 0.43625 -0.20687 0.46452 -2.8 1.0 0.8 -0.76
C 1.80706 -0.82752 0.78320 -0.4 -0.6 -0.9 0.16
O 1.74052 -2.13045 1.00969 -0.1 0.2 0.1 -0.94
C -1.74666 0.86612 -0.42415 0.9 -1.5 0.5 -0.62
H -0.32332 -0.42248 -1.47873 -0.3 0.2 -0.7 0.15
H 0.30540 1.24335 -1.12582 -0.7 -1.1 0.4 0.16
H -0.18928 -0.87928 0.92266 0.2 0.2 -0.3 0.34
H 2.41368 -0.58434 -0.11449 0.5 0.5 0.0 0.05
H 2.11599 -0.23415 1.67692 0.3 0.1 -0.3 0.07
H -2.07557 1.48138 -1.25574 -0.3 0.1 0.1 0.19
H -2.38673 -0.02094 -0.28230 0.0 0.3 -0.4 0.19
H -1.78574 1.34904 0.55036 0.2 0.5 -0.1 0.21
```
Positions in Å, forces in eV/Å.

Summary:
HOMO energy (Eh): -0.0795
Net charge: -1
Orbital gap (eV): 6.25
Energy relative to the best compared isomer or geometry (same formula, charge and spin) (kcal/mol): 23.5
Calculated total energy (eV): -6776.975
SMILES string: CCNC[O-]


# 4
# C3H8NO

2 unconnected molecules or ions with the total composition C3H8NO in a non-equilibrium geometry (ωB97M-V/def2-TZVPD, the Open Molecules 2025 dataset).

Structure (XYZ):
```
13
Properties=species:S:1:pos:R:3:forces:R:3:nbo_charge:R:1
C 0.41244 2.57803 -0.03774 -0.3 -0.4 1.1 -0.19
O -0.03816 1.29943 0.10245 0.3 -0.1 -0.7 -1.00
H 1.15258 2.83543 -0.83922 -0.3 -0.3 -0.4 0.07
H 0.99060 2.87472 0.87579 -0.1 0.4 0.0 0.08
H -0.44314 3.29623 -0.12304 0.4 0.3 -0.1 0.08
C 0.30994 -1.81912 -0.78928 -0.8 -0.1 -0.9 -0.47
C -1.00662 -1.47252 1.03099 -0.1 0.0 -0.9 -0.09
N -0.66776 -2.35093 0.17004 0.5 0.3 1.2 -0.45
H 1.31773 -1.95207 -0.39025 0.0 -0.3 -0.2 0.19
H 0.13992 -2.37269 -1.72186 0.6 -0.1 0.1 0.16
H 0.19290 -0.75131 -1.01839 -0.1 0.0 0.4 0.25
H -1.60368 -1.73810 1.90343 -0.2 -0.2 -0.1 0.13
H -0.75675 -0.42711 0.83706 0.2 0.4 0.5 0.24
```
Positions in Å, forces in eV/Å.

Summary:
HOMO energy (Eh): -0.0877
Net charge: -1
Orbital gap (eV): 6.88
Energy relative to the best compared isomer or geometry (same formula, charge and spin) (kcal/mol): 30.9
Calculated total energy (eV): -6776.653


- Look up the calculated total energy of the first one.
  -21514.865 eV


- Number 3 is which compound?
  C3H8NO